DFT (the ωB97M-V functional and the def2-TZVPD basis) results for C20H25Cl2N5O6RhSSi as an isolated structure.

Properties
HOMO-LUMO gap (spin up / spin down) ... 8.3 / 7.8 eV
Expectation value of S² ... 6.009
Electronic energy ... -3221.06853 a.u.
ΔE to the lowest compared entry with this formula, charge and spin ... 0.00 kJ/mol
Largest force on an atom ... 0.68 eV/Å
E_LUMO (spin up / spin down) ... 0.0956 / 0.0778 Eh

Geometry as ORCA input:
```
! wB97M-V def2-TZVPD RIJCOSX def2/J DEFGRID3
* xyz -1 5
Rh 1.1631 -0.4338 -0.3735
N -2.2268 6.8492 1.6179
C -1.5221 5.6615 1.8729
C -1.9887 4.4459 1.3685
C -1.3227 3.2687 1.6501
C -0.1823 3.2925 2.4453
C 0.2905 4.4905 2.9471
C -0.3796 5.6720 2.6683
S 0.6800 1.7784 2.7604
O 1.7241 2.0632 3.7114
O -0.3064 0.7929 3.1287
N 1.2388 1.3414 1.3196
C 2.1498 2.0380 0.6389
N 2.6692 3.2264 0.9920
C 3.5417 3.7505 0.1458
C 3.9309 3.1565 -1.0471
C 3.3390 1.9381 -1.3424
N 2.4693 1.3920 -0.5160
H -2.7645 6.8183 0.7648
H -1.6471 7.6741 1.6443
H -2.8765 4.4207 0.7470
H -1.6899 2.3379 1.2347
H 1.1914 4.4894 3.5454
H -0.0099 6.6102 3.0670
H 3.9585 4.7121 0.4332
H 4.6437 3.6222 -1.7105
H 3.5520 1.3964 -2.2567
Cl 3.2278 -0.0362 -5.1620
C 3.0457 -1.3724 -4.0115
Cl 2.1903 -2.7406 -4.7548
C 2.2816 -0.9405 -2.7503
O 2.7368 -1.4258 -1.6772
O 1.3005 -0.1927 -2.8386
H 4.0366 -1.7181 -3.7459
O -2.8042 0.4558 0.0011
C -2.1613 -0.3355 0.6620
C -2.6981 -1.0562 1.9032
C -1.5196 -1.8845 2.4064
C -0.4372 -1.5355 1.4184
O 0.7375 -1.9355 1.4302
N -0.8602 -0.7038 0.4482
H -3.5664 -1.6507 1.6166
H -3.0261 -0.3008 2.6165
H -1.6957 -2.9618 2.3866
H -1.1797 -1.6083 3.4024
C -1.4464 -5.3523 -3.2639
Si -1.1504 -4.5695 -1.5777
C -0.0252 -5.6611 -0.5459
C -2.8124 -4.3716 -0.7115
C -0.3417 -2.9221 -1.7458
H -1.9786 -6.3023 -3.1680
H -0.5011 -5.5409 -3.7765
H -2.0437 -4.6953 -3.8999
H -0.4551 -6.6534 -0.3893
H 0.1470 -5.2032 0.4310
H 0.9468 -5.7840 -1.0279
H -3.3919 -5.2985 -0.7201
H -3.4096 -3.5933 -1.1917
H -2.6655 -4.0755 0.3300
H -0.6814 -2.0966 -2.3594
H 0.5754 -2.7426 -1.1915
*
```

DFT (the ωB97M-V functional and the def2-TZVPD basis) results for an isolated ion of composition C6H8NO and charge +1 at a distorted geometry.

Properties
HOMO-LUMO gap ... 9.2 eV
Electronic energy ... -362.98771 a.u.
ΔE to the lowest compared entry with this formula, charge and spin ... 287.70 kJ/mol
Largest force on an atom ... 3.85 eV/Å
E_LUMO ... -0.2071 Eh

Geometry as ORCA input:
```
! wB97M-V def2-TZVPD RIJCOSX def2/J DEFGRID3
* xyz 1 1
C -1.2981 0.4642 0.9877
C 0.6603 -0.0060 -0.9011
C 0.6908 0.3297 0.3893
C -0.4133 0.0189 -1.9379
C -1.8209 -0.3073 -1.3772
C 1.4103 0.1003 2.6535
N -1.7634 0.1877 -0.0478
O 1.3921 0.7261 1.3941
H 1.6645 -0.4371 -1.3719
H -0.2469 1.0341 -2.3566
H -0.1808 -0.6149 -2.7931
H -2.5112 0.1575 -1.9961
H -2.0571 -1.4200 -1.4347
H 2.3727 0.3778 3.0645
H 1.5242 -1.0223 2.5071
H 0.5768 0.4113 3.2200
*
```

DFT (the ωB97M-V functional and the def2-TZVPD basis) results for a 2-piece molecular cluster, C5H12ClNS overall at a distorted geometry.

Properties
HOMO-LUMO gap ... 9.4 eV
Electronic energy ... -1110.70989 a.u.
ΔE to the lowest compared entry with this formula, charge and spin ... 73.42 kJ/mol
Largest force on an atom ... 4.15 eV/Å
E_LUMO ... 0.0174 Eh
Structure (SMILES) ... C=C(C)CS.CNCl

Geometry as ORCA input:
```
! wB97M-V def2-TZVPD RIJCOSX def2/J DEFGRID3
* xyz 0 1
C 1.0474 -0.0774 -1.6116
C 0.7405 -0.6542 -0.4844
C 1.6808 -0.8931 0.6124
C -0.5159 -1.3883 -0.2897
S -0.2264 -3.3157 -0.7244
H 2.1227 0.0328 -1.8536
H 0.3738 -0.0813 -2.4967
H 1.4156 -0.4631 1.5913
H 2.6989 -0.5598 0.5930
H 1.6512 -1.9234 0.8034
H -1.0332 -0.9297 -1.1950
H -1.0193 -1.3602 0.6331
H -1.4006 -3.4147 -1.3437
C -1.0609 2.3212 1.4827
N -0.8338 1.6875 0.1864
Cl -2.1775 1.8295 -1.0763
H -2.0965 2.6481 1.5489
H -0.9414 1.5711 2.1783
H -0.4023 3.0260 1.7615
H -0.0229 1.9447 -0.3155
*
```

Q: The lowest largest force on an atom belongs to which entry?
A: C20H25Cl2N5O6RhSSi

Q: What is the largest force on an atom in the third record?
A: 4.15 eV/Å

Q: Among the records above, which one has the highest electronic energy?
A: C6H8NO

Copy entry 2 word for word.
DFT (the ωB97M-V functional and the def2-TZVPD basis) results for an isolated ion of composition C6H8NO and charge +1 at a distorted geometry.

Properties
HOMO-LUMO gap ... 9.2 eV
Electronic energy ... -362.98771 a.u.
ΔE to the lowest compared entry with this formula, charge and spin ... 287.70 kJ/mol
Largest force on an atom ... 3.85 eV/Å
E_LUMO ... -0.2071 Eh

Geometry as ORCA input:
```
! wB97M-V def2-TZVPD RIJCOSX def2/J DEFGRID3
* xyz 1 1
C -1.2981 0.4642 0.9877
C 0.6603 -0.0060 -0.9011
C 0.6908 0.3297 0.3893
C -0.4133 0.0189 -1.9379
C -1.8209 -0.3073 -1.3772
C 1.4103 0.1003 2.6535
N -1.7634 0.1877 -0.0478
O 1.3921 0.7261 1.3941
H 1.6645 -0.4371 -1.3719
H -0.2469 1.0341 -2.3566
H -0.1808 -0.6149 -2.7931
H -2.5112 0.1575 -1.9961
H -2.0571 -1.4200 -1.4347
H 2.3727 0.3778 3.0645
H 1.5242 -1.0223 2.5071
H 0.5768 0.4113 3.2200
*
```